A 3-piece molecular cluster, C28H29FO8 overall in a non-equilibrium geometry, computed with the ωB97M-V functional and the def2-TZVPD basis.

The value obtained for the gap between HOMO and LUMO is 6.786 eV. Its electronic energy is -1786.01241 Ha. Its charge is 0. As for the SMILES: Cc1ccccc1C[C@@H](OC(=O)CCCC(=O)O)[C@@H](C)F.O=C1C=CC(=O)C=C1.O=C1C=CC(=O)C=C1. The HOMO energy comes out at -8.50 eV. As for the relative energy (zero: lowest compared OMol25 entry of this formula, charge and spin): 0.0 kJ/mol.

Each line ends with the Löwdin charge.
Positions of all 66 atoms, in Å:
C (2.747, -1.117, 3.053)  -0.064
C (1.957, -0.415, 1.916)  -0.189
C (2.330, 0.965, 1.605)  -0.045
C (1.714, 1.774, 0.579)  -0.082
C (0.669, 1.161, -0.231)  -0.059
C (0.293, -0.200, 0.069)  -0.053
C (0.883, -1.016, 1.127)  -0.144
C (0.443, -2.479, 1.403)  -0.063
C (-0.856, -2.601, 2.333)  -0.215
O (-1.098, -1.429, 3.130)  0.010
C (-2.234, -0.694, 2.790)  -0.413
O (-2.124, 0.206, 1.999)  0.140
C (-3.657, -0.895, 3.413)  -0.079
C (-4.781, -1.075, 2.317)  -0.162
C (-5.192, 0.270, 1.568)  -0.068
C (-4.680, 0.173, 0.074)  -0.478
O (-5.107, -0.657, -0.696)  0.076
O (-3.723, 1.050, -0.412)  0.055
C (-2.079, -3.171, 1.527)  -0.257
C (-2.280, -2.580, 0.089)  -0.029
F (-1.764, -4.557, 1.307)  -0.053
H (3.810, -0.746, 3.001)  0.080
H (2.828, -2.231, 2.926)  0.069
H (2.353, -0.891, 4.072)  0.086
H (3.134, 1.438, 2.214)  0.101
H (1.971, 2.829, 0.360)  0.076
H (0.134, 1.706, -1.037)  0.102
H (-0.528, -0.672, -0.536)  0.062
H (0.333, -3.088, 0.466)  0.119
H (1.296, -2.963, 1.952)  0.098
H (-0.584, -3.417, 3.063)  0.157
H (-3.613, -1.856, 4.001)  0.120
H (-3.973, -0.037, 4.063)  0.133
H (-5.702, -1.466, 2.812)  0.117
H (-4.515, -1.807, 1.513)  0.091
H (-4.637, 1.135, 2.008)  0.115
H (-6.294, 0.442, 1.532)  0.123
H (-3.018, 0.554, -0.877)  0.080
H (-3.035, -3.204, 2.117)  0.140
H (-1.470, -2.856, -0.623)  0.083
H (-2.408, -1.474, 0.071)  0.057
H (-3.250, -3.009, -0.293)  0.102
O (-1.594, -0.367, -2.366)  0.070
C (-1.180, -1.051, -3.282)  -0.362
C (0.268, -1.307, -3.453)  0.033
C (0.721, -2.054, -4.458)  0.030
C (-0.204, -2.662, -5.443)  -0.385
O (0.209, -3.345, -6.357)  0.112
C (-1.653, -2.405, -5.269)  0.027
C (-2.105, -1.657, -4.265)  0.032
H (0.929, -0.855, -2.723)  0.118
H (1.776, -2.252, -4.601)  0.125
H (-2.314, -2.855, -5.998)  0.124
H (-3.160, -1.458, -4.120)  0.127
O (3.936, 2.854, -0.968)  0.097
C (4.578, 3.882, -0.884)  -0.376
C (4.487, 4.750, 0.313)  0.023
C (5.189, 5.878, 0.403)  0.023
C (6.091, 6.312, -0.688)  -0.388
O (6.732, 7.339, -0.604)  0.108
C (6.182, 5.445, -1.885)  0.021
C (5.480, 4.317, -1.976)  0.023
H (3.824, 4.417, 1.102)  0.118
H (5.135, 6.525, 1.270)  0.123
H (6.846, 5.777, -2.674)  0.122
H (5.534, 3.670, -2.842)  0.122

---

A 2-piece molecular cluster, C5H14 overall in a non-equilibrium geometry, computed with the ωB97M-V functional and the def2-TZVPD basis.

The value obtained for the gap between HOMO and LUMO (alpha / beta) is 2.651 / 11.903 eV. Its electronic energy is -198.81566 Ha. Its charge is -1. The spin multiplicity is 2. The HOMO energy (alpha / beta) comes out at 1.56 / -7.63 eV. As for the relative energy (zero: lowest compared OMol25 entry of this formula, charge and spin): 44.3 kJ/mol.

Each line ends with the Löwdin spin population.
Positions of all 19 atoms, in Å:
C (-1.453, -0.181, -1.286)  0.045
C (-0.300, -1.206, -1.398)  0.202
C (-2.249, -0.304, 0.030)  0.083
H (-1.035, 0.812, -1.381)  0.008
H (-2.135, -0.328, -2.119)  0.010
H (-0.579, -1.985, -2.111)  0.042
H (-1.578, -0.470, 0.867)  0.024
H (-2.873, 0.581, 0.197)  0.013
H (-0.009, -1.653, -0.454)  0.045
H (0.531, -0.748, -1.949)  0.051
H (-2.938, -1.142, -0.102)  0.017
C (1.254, 0.890, 0.862)  0.139
C (2.581, 0.766, 1.611)  0.179
H (0.533, 1.596, 1.277)  0.021
H (1.331, 1.133, -0.199)  0.026
H (0.814, -0.097, 0.796)  0.017
H (2.771, -0.222, 2.013)  0.036
H (2.820, 1.482, 2.403)  0.017
H (3.391, 0.916, 0.879)  0.027

---

One molecule with the formula C3H4Cl2N4O4 in a non-equilibrium geometry, computed with the ωB97M-V functional and the def2-TZVPD basis.

The value obtained for the gap between HOMO and LUMO is 9.263 eV. Its electronic energy is -1556.78035 Ha. Its charge is 0. As for the SMILES: C/N=C(\NCl)C(Cl)([N+](=O)[O-])[N+](=O)[O-]. The HOMO energy comes out at -10.26 eV. As for the relative energy (zero: lowest compared OMol25 entry of this formula, charge and spin): 0.0 kJ/mol.

Each line ends with the Löwdin charge.
Positions of all 17 atoms, in Å:
C (-2.568, -0.623, 0.012)  -0.081
N (-1.087, -0.978, 0.076)  0.032
C (-0.305, 0.017, -0.013)  -0.487
N (-0.647, 1.340, -0.101)  -0.258
Cl (0.635, 2.599, -0.021)  0.711
C (1.135, -0.480, -0.057)  -0.624
Cl (1.207, -2.097, -0.695)  0.860
N (1.969, 0.419, -0.933)  -0.436
O (1.553, 0.549, -2.086)  0.057
O (3.031, 0.860, -0.531)  0.089
N (1.676, -0.445, 1.343)  -0.354
O (1.669, 0.669, 1.813)  0.059
O (1.939, -1.460, 1.973)  0.091
H (-2.981, 0.086, 0.698)  0.063
H (-3.010, -1.661, 0.333)  0.110
H (-2.915, -0.440, -0.954)  0.048
H (-1.301, 1.646, -0.860)  0.122

---

A 2-piece molecular cluster, C3H11NOS overall in a non-equilibrium geometry, computed with the ωB97M-V functional and the def2-TZVPD basis.

The value obtained for the gap between HOMO and LUMO is 9.665 eV. Its electronic energy is -649.05002 Ha. Its charge is 0. As for the SMILES: CNCCS.O. The HOMO energy comes out at -8.93 eV. As for the relative energy (zero: lowest compared OMol25 entry of this formula, charge and spin): 84.0 kJ/mol.

Each line ends with the Löwdin charge.
Positions of all 17 atoms, in Å:
C (-0.163, -2.061, -2.135)  -0.116
N (-0.513, -1.016, -1.110)  -0.124
C (0.658, -0.767, -0.286)  -0.341
C (0.212, 0.187, 0.843)  -0.585
S (1.497, 0.687, 2.014)  0.684
H (0.069, -3.028, -1.709)  0.072
H (0.641, -1.670, -2.764)  0.071
H (-1.024, -2.068, -2.810)  0.074
H (-0.753, -0.227, -1.669)  0.077
H (1.093, -1.694, 0.082)  0.110
H (1.467, -0.236, -0.822)  0.110
H (-0.171, 1.055, 0.311)  0.050
H (-0.553, -0.378, 1.367)  0.070
H (0.854, 0.293, 3.128)  -0.153
O (-2.552, 1.962, -1.118)  -0.076
H (-3.199, 2.690, -1.192)  0.046
H (-2.524, 1.802, -0.162)  0.032

---

One molecule with the formula C5H8N2O, computed with the ωB97M-V functional and the def2-TZVPD basis.

The value obtained for the gap between HOMO and LUMO (alpha / beta) is 7.600 / 7.602 eV. Its electronic energy is -379.91620 Ha. Its charge is 0. The HOMO energy (alpha / beta) comes out at -8.18 / -8.18 eV. As for the relative energy (zero: lowest compared OMol25 entry of this formula, charge and spin): 451.5 kJ/mol.

Each line ends with the Löwdin charge.
Positions of all 16 atoms, in Å:
C (0.300, -0.813, -1.191)  -0.119
C (0.776, -0.141, 1.315)  -0.083
C (-1.082, -1.337, -1.023)  -0.041
N (0.891, 1.286, 1.782)  0.069
C (0.011, 1.136, 0.691)  -0.713
C (0.358, 1.436, -0.758)  0.020
N (0.543, 0.433, -1.527)  0.101
O (-1.251, 1.352, 0.624)  -0.042
H (0.345, 1.458, 2.625)  0.106
H (1.112, -1.520, -1.344)  0.127
H (1.733, -0.550, 1.016)  0.082
H (0.141, -0.793, 1.904)  0.095
H (0.412, 2.455, -1.125)  0.135
H (-1.685, -0.628, -0.446)  0.080
H (-1.057, -2.311, -0.536)  0.086
H (-1.550, -1.462, -2.005)  0.097

---

One molecule with the formula C3H10NO2P in a non-equilibrium geometry, computed with the ωB97M-V functional and the def2-TZVPD basis.

The value obtained for the gap between HOMO and LUMO is 10.056 eV. Its electronic energy is -666.85427 Ha. Its charge is 0. As for the SMILES: CNP(C)OCO. The HOMO energy comes out at -9.13 eV. As for the relative energy (zero: lowest compared OMol25 entry of this formula, charge and spin): 372.9 kJ/mol.

Each line ends with the Löwdin charge.
Positions of all 17 atoms, in Å:
C (1.795, -1.663, -1.097)  -0.257
N (0.690, -1.224, -0.250)  -0.290
P (0.506, 0.582, -0.425)  0.929
C (-1.085, 0.874, -1.523)  -0.260
O (-0.113, 0.865, 1.074)  -0.350
C (0.329, 1.832, 1.907)  -0.390
O (-0.443, 1.717, 3.076)  0.001
H (1.541, -1.865, -2.137)  0.056
H (2.448, -0.813, -1.034)  0.016
H (2.307, -2.628, -0.722)  0.093
H (-0.244, -1.735, -0.350)  0.096
H (-1.961, 0.155, -1.686)  0.052
H (-1.430, 1.823, -1.070)  0.015
H (-0.717, 1.003, -2.543)  0.003
H (0.116, 2.777, 1.391)  0.124
H (1.305, 1.784, 2.233)  0.101
H (-1.278, 2.124, 3.007)  0.062